Molecular formula: C3H8InO2Tl
Method: DFT, ωB97M-V/def2-TZVPD

XYZ file:
```
15
Properties=species:S:1:pos:R:3:mulliken_charge:R:1
C 0.8420 0.7840 0.2948 0.0154
H -3.7456 -0.7541 -0.0436 0.1635
In -1.9433 -1.0056 0.1544 0.4205
C 1.3969 -0.7594 0.2654 0.2384
H 1.2128 1.2747 1.3139 0.4769
O 1.8729 -1.4542 -0.9761 -0.3808
H -1.5758 -1.8895 1.7150 0.1808
H -1.1747 1.5883 1.0180 0.4990
H -1.4799 -2.0839 -1.2499 0.1584
H -0.9267 1.5322 -0.9344 0.3494
Tl 0.8544 2.8144 -1.1056 0.7754
H 1.3812 1.3705 -0.5881 0.0099
C -0.7773 0.9452 0.0942 -0.9146
O 1.4669 -1.5263 1.3894 -0.3518
H 2.5962 -0.8363 -1.3476 0.3595
```

The spin multiplicity is 1. For the energy, the calculation gives -631.0454 hartree. Its total charge is +2. The value obtained for the largest force on an atom is 9.5 eV/A.


Molecular formula: C3H8N
Method: DFT, ωB97M-V/def2-TZVPD

XYZ file:
```
12
Properties=species:S:1:pos:R:3:mulliken_charge:R:1
H 4.4877 -1.8279 -0.9386 0.2166
H -2.5068 -0.2468 1.6879 0.3019
N 3.9402 -0.9864 -1.0043 -0.6202
H -0.7431 -1.2917 0.2684 0.2941
H 4.5120 -0.2381 -1.3249 0.2129
H 3.3715 -0.8589 -0.1890 0.1935
C -1.2533 -0.3875 -0.0392 -0.3382
H -2.3565 2.1927 -0.1318 0.2996
H -0.9914 0.1505 -0.9478 0.2716
C -2.6946 1.5105 0.6366 -0.3227
H -3.5800 1.7412 1.2153 0.2813
C -2.1858 0.2424 0.7675 0.2096
```

The spin multiplicity is 1. The calculation puts the energy relative to the best compared isomer or geometry (same formula, charge and spin) at 277.1 kJ/mol. Its total charge is +1. The value obtained for the largest force on an atom is 1.9 eV/A.


Molecular formula: C3H8N2
Method: DFT, ωB97M-V/def2-TZVPD

XYZ file:
```
13
Properties=species:S:1:pos:R:3:mulliken_charge:R:1
H -1.5435 1.0800 2.0218 0.2756
H -1.0317 -1.3646 -1.3759 0.2409
H -0.5129 0.2478 -1.4288 0.2497
N 1.8024 -0.8260 -0.0613 -0.4742
C -1.3284 0.9414 0.9798 -0.6583
N -1.2332 -0.3726 -1.1385 -0.4968
H -0.2782 1.1107 0.7331 0.0780
C -1.8274 -0.0329 0.1150 -0.0853
H 2.9738 0.7895 -0.7128 0.2588
H -2.6168 -0.6575 0.3614 0.3787
C 2.3824 0.3210 0.0758 -0.2950
H 1.1045 -0.9155 0.6964 0.2675
H 2.5610 0.7232 1.0791 0.2602
```

The spin multiplicity is 1. The calculation puts the energy relative to the best compared isomer or geometry (same formula, charge and spin) at 330.6 kJ/mol. The value obtained for the largest force on an atom is 3.8 eV/A.


Molecular formula: C3H8N2
Method: DFT, ωB97M-V/def2-TZVPD

XYZ file:
```
13
Properties=species:S:1:pos:R:3:mulliken_charge:R:1
H -1.1438 -1.6008 0.3981 0.2797
N 1.7069 -0.5017 -0.4176 -0.5796
H -0.7375 -1.0655 -1.2708 0.2753
H 0.4575 -0.4618 1.4655 0.3776
H 0.8005 1.2347 -1.1089 0.2066
N -1.8716 0.5094 -0.2476 -0.5673
C 0.4349 -0.3068 0.3865 -0.0225
C -0.8746 -0.6856 -0.1929 -0.6969
H -2.8049 -0.1715 -0.2940 0.2645
C 1.3119 0.8670 -0.1757 -0.3110
H 2.0161 1.6168 0.3494 0.2743
H 2.4305 -0.7603 0.2159 0.2320
H -1.7258 1.3262 0.8921 0.2672
```

The spin multiplicity is 1. The calculation puts the energy relative to the best compared isomer or geometry (same formula, charge and spin) at 493.8 kJ/mol. The value obtained for the largest force on an atom is 5.6 eV/A.


- What is the formula in the second record?
  C3H8N